No. 1
{"formula": "C3H3OS", "method": "ωB97M-V with the def2-TZVPD basis set", "symbols": ["C", "C", "C", "O", "S", "H", "H", "H"], "positions_angstrom": [[-1.03902, -0.84883, -0.31872], [2.06626, 0.72893, 0.60422], [-1.33675, 0.43133, -0.42882], [-1.52572, 1.56329, -0.31920], [2.26316, -0.38825, -0.33896], [-0.67739, -1.51900, -1.04944], [1.84202, 1.47206, 1.36689], [-1.59256, -1.43953, 0.48404]], "atomic_forces_ev_per_a": [[-1.21, -0.97, 1.67], [0.05, -0.67, -0.14], [0.11, -0.40, 0.62], [0.06, 0.00, -0.40], [-0.22, 0.79, 0.55], [0.34, -0.01, -1.15], [0.15, 0.00, -0.29], [0.72, 1.26, -0.85]], "lowdin_charge": [-0.0430, -0.2602, -0.2785, 0.2029, 1.1574, 0.0359, 0.0745, 0.1111], "charge": 1, "gap_ha": 0.224}



No. 2
{"formula": "C27H52N4O7PS2Si2TeV", "method": "ωB97M-V with the def2-TZVPD basis set", "symbols": ["V", "O", "C", "O", "C", "C", "N", "N", "C", "C", "O", "O", "H", "H", "H", "C", "C", "C", "O", "P", "S", "S", "O", "C", "C", "C", "H", "H", "H", "H", "H", "H", "H", "H", "H", "H", "H", "H", "H", "H", "C", "Si", "C", "C", "C", "Te", "C", "Si", "C", "C", "C", "H", "H", "H", "H", "H", "H", "H", "H", "H", "H", "H", "H", "H", "H", "H", "H", "H", "H", "H", "H", "H", "H", "N", "C", "C", "C", "N", "C", "C", "H", "H", "H", "H", "H", "H", "C", "C", "C", "O", "H", "H", "H", "H", "H", "H", "H"], "positions_angstrom": [[1.14000, -0.18125, 0.13366], [-2.60833, -3.72791, 4.57665], [-3.20251, -3.55272, 3.36921], [-3.82868, -4.43860, 2.86888], [-3.06667, -2.17743, 2.80897], [-3.95923, -1.14808, 2.97753], [-3.48090, -0.11316, 2.25043], [-2.32970, -0.39939, 1.63763], [-2.05730, -1.64779, 1.97148], [-0.78003, -2.34304, 1.58791], [-0.68025, -3.52053, 1.93491], [0.05133, -1.65385, 0.93190], [-2.04713, -2.96163, 4.74964], [-4.88209, -1.08342, 3.52945], [-3.86623, 0.80897, 2.14931], [2.65220, 2.76260, 4.88710], [3.59257, 1.69545, 4.35033], [4.30402, 2.13222, 3.08215], [2.88958, 0.44307, 4.22548], [2.07264, -0.07681, 2.91696], [3.22805, -0.76843, 1.46845], [0.76566, 1.24597, 2.22406], [1.39743, -1.36475, 3.58319], [0.66629, -1.51285, 4.80854], [-0.20571, -0.32311, 5.17085], [1.62328, -1.88504, 5.92882], [3.21209, 3.67204, 5.11650], [2.16663, 2.41460, 5.80052], [1.88521, 2.99452, 4.14858], [4.34877, 1.47748, 5.10999], [3.59255, 2.34479, 2.28459], [4.98532, 1.36011, 2.72791], [4.87264, 3.04000, 3.29801], [0.02280, -2.37390, 4.59797], [0.40129, 0.55418, 5.39766], [-0.79354, -0.57466, 6.05840], [-0.87425, -0.06095, 4.35298], [2.25517, -1.03661, 6.18953], [2.26211, -2.70994, 5.61370], [1.05817, -2.19605, 6.81099], [-3.54025, 3.03102, -3.33545], [-1.67726, 3.27597, -3.39358], [-1.19884, 3.71408, -5.16264], [-1.23349, 4.71261, -2.27637], [-0.77172, 1.72326, -2.89403], [-1.27497, 0.93750, -0.94847], [-2.97371, -0.16853, -1.68580], [-2.70046, -1.79937, -2.56867], [-4.40420, -2.43679, -3.06613], [-1.85355, -3.04488, -1.47564], [-1.69818, -1.55501, -4.13990], [-4.05295, 3.96551, -3.57810], [-3.85929, 2.72518, -2.33638], [-3.87249, 2.27184, -4.04795], [-1.69135, 4.63072, -5.49731], [-1.47634, 2.91300, -5.85237], [-0.11969, 3.86452, -5.24460], [-1.83659, 5.59007, -2.52461], [-0.18102, 4.98463, -2.37881], [-1.41236, 4.46263, -1.22849], [0.30497, 1.90324, -2.83119], [-0.92567, 0.92633, -3.62488], [-3.53220, 0.51634, -2.32868], [-3.59226, -0.34399, -0.80203], [-5.02154, -2.62131, -2.18374], [-4.32627, -3.37759, -3.61760], [-4.92962, -1.71874, -3.70099], [-2.49299, -3.37993, -0.65540], [-0.95096, -2.61007, -1.04141], [-1.55546, -3.92736, -2.04825], [-2.16169, -0.82280, -4.80637], [-1.62476, -2.50307, -4.68077], [-0.68037, -1.22823, -3.91612], [2.36728, -4.25962, -4.64155], [2.08104, -3.37137, -3.60920], [2.07342, -1.99370, -3.82164], [1.80228, -1.15122, -2.76225], [1.55033, -1.58168, -1.52449], [1.58809, -2.90274, -1.31277], [1.84017, -3.82069, -2.31304], [2.16980, -3.91143, -5.56554], [2.01679, -5.19368, -4.50296], [2.26642, -1.58063, -4.80439], [1.78524, -0.07476, -2.88687], [1.38305, -3.22032, -0.29724], [1.84472, -4.87840, -2.08040], [4.03980, 2.25257, -0.97223], [2.52648, 2.44820, -1.09616], [2.03694, 3.52092, -0.12241], [1.87302, 1.26128, -0.89341], [4.58448, 3.18702, -1.13998], [4.37855, 1.50988, -1.69714], [4.27164, 1.87370, 0.02579], [2.33876, 2.83317, -2.12378], [2.26292, 3.21345, 0.90010], [0.95307, 3.62187, -0.19888], [2.49992, 4.49329, -0.31763]], "atomic_forces_ev_per_a": [[0.37, 0.19, 0.02], [-0.02, -0.02, -0.09], [0.27, -0.06, 0.08], [-0.17, 0.03, 0.02], [-0.18, 0.05, 0.01], [-0.05, -0.01, -0.10], [0.02, -0.04, -0.03], [-0.02, 0.06, 0.01], [0.13, 0.06, 0.19], [-0.01, -0.20, -0.10], [0.03, 0.15, 0.05], [-0.09, -0.22, -0.06], [0.03, 0.01, 0.02], [0.00, 0.00, 0.00], [-0.02, 0.01, 0.00], [-0.01, -0.02, -0.02], [0.00, -0.03, 0.04], [0.01, -0.01, 0.02], [-0.03, 0.06, -0.06], [0.09, -0.03, 0.04], [-0.06, 0.00, 0.02], [-0.02, -0.08, 0.24], [-0.05, 0.00, 0.07], [0.06, 0.04, -0.01], [0.01, 0.02, -0.04], [-0.01, -0.05, -0.01], [0.01, -0.01, 0.00], [0.00, 0.01, 0.00], [-0.01, 0.00, 0.00], [0.00, 0.01, 0.01], [0.01, 0.00, 0.03], [0.00, 0.00, 0.00], [0.00, 0.00, -0.02], [0.04, -0.02, -0.02], [0.01, 0.00, 0.00], [0.00, 0.00, -0.01], [-0.05, 0.00, -0.04], [-0.01, 0.01, -0.01], [-0.01, 0.00, 0.00], [0.01, 0.01, 0.00], [0.01, 0.02, 0.01], [0.01, -0.02, 0.01], [-0.01, 0.00, 0.02], [0.00, -0.03, 0.01], [0.01, -0.05, -0.02], [-0.05, 0.14, -0.15], [-0.07, 0.00, -0.01], [0.01, 0.01, 0.00], [0.03, -0.01, -0.02], [0.01, 0.02, -0.01], [0.00, -0.03, 0.02], [0.00, 0.00, -0.02], [0.00, 0.02, 0.00], [0.00, -0.01, 0.01], [0.00, 0.00, 0.00], [0.00, 0.00, 0.00], [0.00, 0.00, 0.00], [0.01, 0.00, 0.00], [0.02, -0.01, 0.01], [0.00, -0.01, 0.00], [0.02, 0.01, 0.03], [0.02, 0.03, 0.03], [0.01, -0.02, 0.03], [0.00, -0.02, 0.02], [0.00, 0.01, 0.00], [0.00, 0.00, 0.00], [0.00, 0.00, 0.00], [0.01, 0.02, 0.02], [-0.08, -0.02, -0.01], [-0.02, -0.01, 0.00], [0.01, 0.01, -0.01], [-0.01, 0.00, 0.00], [-0.04, -0.02, 0.00], [-0.01, -0.01, 0.00], [0.00, 0.01, 0.01], [0.01, -0.03, 0.02], [0.07, 0.02, -0.08], [-0.02, 0.08, 0.18], [0.00, -0.01, -0.04], [0.01, 0.01, -0.02], [0.00, 0.01, -0.01], [0.01, -0.01, 0.00], [0.00, 0.00, 0.00], [-0.01, 0.01, 0.04], [0.01, 0.00, 0.00], [0.00, 0.00, 0.00], [-0.04, 0.01, 0.04], [0.33, 0.37, 0.28], [0.10, 0.01, -0.01], [-0.48, -0.39, -0.52], [-0.01, 0.00, -0.01], [0.01, -0.01, 0.00], [0.01, 0.00, -0.02], [-0.08, -0.11, 0.03], [-0.04, 0.06, -0.07], [-0.06, 0.03, 0.00], [0.00, 0.00, -0.04]], "lowdin_spin": [0.9459, 0.0000, 0.0000, 0.0001, 0.0002, -0.0001, 0.0002, 0.0012, -0.0002, 0.0085, 0.0173, 0.0101, 0.0000, 0.0000, 0.0000, 0.0000, 0.0001, 0.0003, -0.0019, -0.0022, 0.0021, 0.0024, -0.0003, 0.0000, 0.0002, 0.0000, 0.0000, 0.0000, 0.0001, 0.0000, 0.0001, 0.0001, 0.0000, 0.0000, 0.0000, 0.0000, 0.0001, 0.0000, 0.0000, 0.0000, -0.0001, -0.0001, 0.0000, -0.0001, -0.0006, -0.0062, -0.0023, -0.0003, -0.0001, -0.0001, 0.0000, 0.0000, -0.0001, 0.0000, 0.0000, 0.0000, 0.0000, 0.0000, 0.0000, -0.0001, -0.0001, 0.0000, -0.0001, -0.0001, 0.0000, 0.0000, 0.0000, 0.0000, -0.0002, 0.0000, 0.0000, 0.0000, 0.0000, -0.0015, -0.0032, 0.0006, -0.0027, -0.0014, -0.0035, 0.0003, -0.0001, -0.0001, 0.0002, 0.0001, -0.0001, 0.0001, 0.0007, 0.0049, 0.0008, 0.0297, 0.0003, 0.0001, 0.0001, 0.0006, 0.0002, 0.0001, 0.0003], "charge": -1, "gap_ha": [0.196, 0.171], "spin_multiplicity": 2}



No. 3
{"formula": "C4H8O2", "method": "ωB97M-V with the def2-TZVPD basis set", "symbols": ["O", "C", "C", "C", "C", "O", "H", "H", "H", "H", "H", "H", "H", "H"], "positions_angstrom": [[0.28437, -2.29422, -1.29089], [0.29349, -1.28595, -0.61998], [0.50737, 0.09867, -1.29695], [0.36825, 1.09503, -0.15056], [-0.67984, 0.57740, 0.89161], [-0.25307, -0.59843, 1.91511], [0.14805, -1.28125, 0.61095], [-0.24544, 0.26627, -2.08720], [1.47838, 0.15105, -1.81901], [1.32828, 1.26142, 0.34259], [0.05133, 2.09139, -0.52096], [-0.86364, 1.33421, 1.63033], [-1.59414, 0.30790, 0.33259], [-0.99163, -1.19115, 2.18957]], "atomic_forces_ev_per_a": [[-0.11, 0.11, 0.30], [0.44, -0.61, 0.15], [-0.13, -0.36, 0.44], [-0.05, -0.31, 0.65], [-0.04, -0.49, 1.21], [-0.69, 1.74, -0.67], [0.78, -0.51, -3.42], [0.07, -0.24, 0.41], [-0.27, -0.16, 0.38], [-0.03, -0.09, 0.09], [-0.16, -0.51, 0.47], [-0.41, 0.51, -0.01], [0.31, -0.18, 0.61], [0.28, 1.09, -0.58]], "lowdin_charge": [0.0132, -0.2665, -0.1633, -0.1991, -0.1193, -0.1640, 0.1127, 0.1182, 0.1172, 0.1126, 0.1199, 0.0943, 0.1234, 0.1007], "charge": 0, "smiles": "O=CCCCO", "gap_ha": 0.340}



No. 4
{"formula": "C6H10N2", "method": "ωB97M-V with the def2-TZVPD basis set", "symbols": ["C", "C", "C", "N", "C", "C", "C", "N", "H", "H", "H", "H", "H", "H", "H", "H", "H", "H"], "positions_angstrom": [[-1.77376, -0.59861, 0.72738], [1.11919, 0.23497, -1.62768], [-0.65772, -1.57740, 0.67155], [-1.78165, 0.61048, 0.17606], [1.49792, 0.56482, -0.25354], [-0.90742, 1.41743, -0.45193], [2.30496, 0.44612, 0.77215], [0.41295, 1.21064, -0.77739], [-2.67639, 1.07683, 0.28480], [-2.71850, -0.91814, 1.15312], [1.66083, 0.65648, -2.45958], [0.66526, -0.73269, -1.82285], [-1.31390, 2.35170, -0.79218], [0.29406, -1.12182, 0.92741], [-0.85850, -2.38126, 1.38396], [-0.56302, -2.02177, -0.32889], [2.11854, 0.96387, 1.69691], [3.17717, -0.18164, 0.72070]], "atomic_forces_ev_per_a": [[-0.40, -0.09, 0.07], [0.08, -0.31, -0.20], [-0.07, 0.16, -0.04], [0.28, -0.33, 0.20], [-0.18, 0.37, -0.51], [-0.72, 0.48, 0.02], [0.25, -0.04, 0.45], [0.52, -0.48, 0.19], [0.15, -0.03, -0.06], [0.09, 0.26, -0.12], [0.10, 0.10, -0.17], [-0.08, -0.02, 0.13], [-0.24, 0.09, 0.06], [0.08, -0.13, 0.04], [0.06, 0.07, -0.14], [0.08, -0.09, 0.03], [-0.09, 0.13, 0.15], [0.09, -0.14, -0.10]], "lowdin_charge": [-0.1810, -0.0385, -0.0990, -0.0141, -0.3466, -0.1618, 0.0357, -0.0150, 0.1532, 0.0925, 0.0954, 0.0938, 0.0917, 0.0423, 0.0746, 0.0695, 0.0548, 0.0523], "charge": 0, "gap_ha": 0.267}



Quick rundown of electronic energy, same order as above: -589.12990, -4734.80843, -307.60146, -343.96273 hartree
Quick rundown of ΔE to the lowest compared entry with this formula, charge and spin, same order as above: 2.413, 0.000, 3.020, 4.734 eV